11
Properties=species:S:1:pos:R:3:forces:R:3 method="wB97M-V/def2-TZVPD" e_lumo_ev=0.520 homo_energy_ha=-0.346 smiles=Sc1ccncn1
S 2.671 0.002 -0.103 -1.508 -0.696 0.398
N 0.235 -1.293 0.153 0.587 0.096 -0.909
N -1.856 -0.123 -0.142 1.387 0.230 0.001
C 0.178 1.123 0.096 1.197 -0.376 -0.162
C 0.857 -0.144 0.065 1.040 2.603 0.535
C -1.071 -1.203 -0.045 -2.494 -0.856 -0.344
C -1.187 1.056 -0.030 -0.081 -0.543 0.173
H 0.761 2.088 0.192 -0.890 -1.324 -0.283
H -1.629 -2.164 -0.228 0.769 0.907 0.597
H -1.757 1.970 -0.066 -0.340 0.068 0.039
H 2.798 -1.312 0.108 0.333 -0.110 -0.044


18
Properties=species:S:1:pos:R:3:forces:R:3 method="wB97M-V/def2-TZVPD" e_lumo_ev="-0.193 / -0.631" homo_energy_ha="-0.281 / -0.248"
Cl -2.982 3.523 0.281 0.387 0.103 0.030
Cl -2.829 -0.351 -2.127 -1.966 -0.916 -0.235
Cl -2.122 1.193 1.788 -0.281 -0.395 -0.050
Si -1.097 0.484 -2.135 2.908 2.910 1.234
Si 1.220 -1.303 -0.549 -1.327 3.274 -0.384
O 0.155 -0.437 -1.798 1.223 -0.882 1.438
C 0.012 -1.989 0.671 -0.092 1.783 1.477
C -1.624 2.457 0.618 0.204 -1.403 -0.344
C 2.261 -0.144 0.610 -1.537 0.362 0.361
H -0.373 -1.113 1.355 0.830 -1.324 -1.486
H 1.529 0.251 1.346 -0.132 -0.076 -0.554
H -0.876 -2.463 0.329 -0.490 -0.680 -0.477
H -0.724 1.613 -3.120 -0.627 -1.131 0.526
H 2.051 -1.994 -1.499 0.203 -0.750 -0.140
H 0.568 -2.615 1.356 -0.008 -0.506 0.226
H 2.827 0.763 0.367 0.132 -0.615 -0.622
H 2.819 -0.766 1.297 0.696 -0.451 -0.178
H -0.815 2.891 1.211 -0.123 0.699 -0.820


Record order is preserved below.
Molar mass: 112.2 223.6 u
Record order is preserved below.
Calculated total energy: -18027.7583 -58626.7151 eV